Entry from the OMol25 dataset: a 2-piece molecular cluster, C9H14N3S2 overall in a non-equilibrium geometry (ωB97M-V with the def2-TZVPD basis set).

Output
Gap between HOMO and LUMO = 7.85 eV
HOMO energy = -12.2 eV
DFT total energy = -35690.9725 eV
ΔE to the lowest compared entry with this formula, charge and spin = 37.3 kcal per mole
Maximum force = 3.143 eV/A
Net charge = +1

Each atom is followed by the atoms it is bonded to, with distances in Å.
Atoms and positions in Å:
1 C -2.63367 -1.20907 0.06385  C3 1.465, C5 1.440, H15 1.030
2 C -0.54015 -1.81208 1.00205  C4 1.427, C5 1.376, H16 1.073
3 C -3.26180 -2.31616 0.78959  C1 1.465, N10 1.290, H17 1.128
4 C -1.21831 -2.91404 1.60394  C2 1.427, N10 1.312, H18 1.094
5 C -1.20367 -1.03652 0.07937  C1 1.440, C2 1.376, C9 1.498
6 C 0.14685 1.71937 1.34303  N11 1.337, S14 1.777
7 C 1.54075 -0.92586 -1.26817  N12 1.428, H19 1.054, H20 1.117, H21 1.127
8 C 0.88358 1.21366 -2.33852  N12 1.538, H22 1.116, H23 1.074, H24 1.019
9 C -0.60911 0.01746 -0.80311  C5 1.498, N12 1.294, H25 1.163
10 N -2.50879 -3.11009 1.47259  C3 1.290, C4 1.312
11 N 0.98947 2.07615 2.31828  C6 1.337, H26 1.056, H27 1.016
12 N 0.46496 -0.02161 -1.52430  C7 1.428, C8 1.538, C9 1.294
13 S -1.63170 3.06669 3.60950  S14 2.132, H28 1.455
14 S -1.48347 2.38022 1.59652  C6 1.777, S13 2.132
15 H -3.28311 -0.50320 -0.31210  C1 1.030
16 H 0.46848 -1.64795 1.32793  C2 1.073
17 H -4.35921 -2.55393 0.89717  C3 1.128
18 H -0.79332 -3.46564 2.44794  C4 1.094
19 H 2.37324 -0.83025 -1.90800  C7 1.054
20 H 2.08305 -0.73182 -0.31142  C7 1.117
21 H 1.30934 -2.02314 -1.38212  C7 1.127
22 H 1.89447 1.58911 -2.04928  C8 1.116
23 H 0.78003 0.92094 -3.36695  C8 1.074
24 H 0.23798 1.99748 -2.24945  C8 1.019
25 H -1.42056 0.79338 -1.10491  C9 1.163
26 H 0.87443 2.48963 3.28301  N11 1.056
27 H 1.93662 1.82168 2.05338  N11 1.016
28 H -2.07778 4.43184 3.37898  S13 1.455

Entry from the OMol25 dataset: a 2-piece molecular cluster, C5H12NP overall in a non-equilibrium geometry (ωB97M-V with the def2-TZVPD basis set).

Output
Gap between HOMO and LUMO (alpha / beta) = 7.52 / 7.01 eV
HOMO energy (alpha / beta) = -7.2 / -7.0 eV
DFT total energy = -16153.8022 eV
ΔE to the lowest compared entry with this formula, charge and spin = 97.5 kcal per mole
Maximum force = 6.264 eV/A

Each atom is followed by the atoms it is bonded to, with distances in Å.
Atoms and positions in Å:
1 C -0.58679 -0.21127 -0.19800  C5 1.421, N6 1.224
2 C -2.86249 0.78501 -0.34253  C5 1.566, H8 1.133, H9 1.103, H10 1.135
3 C 0.32376 -2.31661 0.26164  N6 1.415, H11 1.068, H12 1.067, H13 1.093
4 C 2.57388 0.86569 0.83491  P7 1.896, H14 1.093, H15 1.201, H16 1.179
5 C -1.31269 0.98631 -0.43935  C1 1.421, C2 1.566, H17 0.981, H18 1.159
6 N -0.72425 -1.36964 0.17370  C1 1.224, C3 1.415
7 P 2.24389 -0.07492 -0.77803  C4 1.896, H19 1.289
8 H -3.32059 1.76584 -0.00878  C2 1.133
9 H -3.25795 0.34943 -1.27534  C2 1.103
10 H -2.94461 -0.11645 0.34283  C2 1.135
11 H 1.23584 -1.86949 0.59063  C3 1.068
12 H 0.64788 -2.68711 -0.68486  C3 1.067
13 H -0.10022 -3.11488 0.87549  C3 1.093
14 H 2.66456 0.06218 1.57002  C4 1.093
15 H 1.65992 1.56989 1.16957  C4 1.201
16 H 3.54295 1.52459 0.70845  C4 1.179
17 H -0.93808 1.61497 0.21397  C5 0.981
18 H -0.96424 1.25190 -1.51212  C5 1.159
19 H 2.11923 0.98457 -1.50219  P7 1.289

Entry from the OMol25 dataset: one molecule with the formula C2H3BrF2S in a non-equilibrium geometry (ωB97M-V with the def2-TZVPD basis set).

Output
Gap between HOMO and LUMO = 10.04 eV
HOMO energy = -9.5 eV
DFT total energy = -88434.0526 eV
SMILES = FC(F)(Br)CS
ΔE to the lowest compared entry with this formula, charge and spin = 12.4 kcal per mole
Maximum force = 4.423 eV/A

Each atom is followed by the atoms it is bonded to, with distances in Å.
Atoms and positions in Å:
1 F -0.67569 -2.02452 0.20479  C2 1.363
2 C 0.17853 -1.05466 -0.22824  F1 1.363, F3 1.362, Br4 1.923, C5 1.881
3 F 0.18963 -0.92210 -1.58402  C2 1.362
4 Br 1.92565 -1.44489 0.47378  C2 1.923
5 C -0.58347 0.53829 0.42112  C2 1.881, S6 1.821, H7 1.072, H8 1.145
6 S 0.48552 1.99916 0.22541  C5 1.821, H9 1.365
7 H -1.54874 0.72303 -0.00747  C5 1.072
8 H -0.79971 0.52743 1.54547  C5 1.145
9 H 0.82829 1.65827 -1.05085  S6 1.365

Entry from the OMol25 dataset: one molecule with the formula C2H4N4 in a non-equilibrium geometry (ωB97M-V with the def2-TZVPD basis set).

Output
Gap between HOMO and LUMO (alpha / beta) = 8.00 / 8.00 eV
HOMO energy (alpha / beta) = -7.9 / -7.9 eV
DFT total energy = -8094.5152 eV
SMILES = [H]/N=N/c1c[nH][nH]1
ΔE to the lowest compared entry with this formula, charge and spin = 110.7 kcal per mole
Maximum force = 5.594 eV/A

Each atom is followed by the atoms it is bonded to, with distances in Å.
Atoms and positions in Å:
1 H 3.55940 -0.18628 -0.12937  N2 1.028
2 N 2.68264 0.30100 0.09546  H1 1.028, N3 1.273
3 N 1.73042 -0.53034 -0.05642  N2 1.273, C4 1.303
4 C 0.47602 -0.18967 0.04097  N3 1.303, C5 1.508, N7 1.424
5 C -0.50599 0.95426 0.02896  C4 1.508, N6 1.366, H8 1.067
6 N -1.50898 0.03099 0.11916  C5 1.366, N7 1.408, H9 1.011
7 N -0.64217 -1.06815 -0.02941  C4 1.424, N6 1.408, H10 1.017
8 H -0.56043 1.99694 -0.19067  C5 1.067
9 H -2.41209 0.04268 -0.33504  N6 1.011
10 H -0.74714 -1.82636 0.63994  N7 1.017

Entry from the OMol25 dataset: a 5-piece molecular cluster, C2H16N2O4 overall in a non-equilibrium geometry (ωB97M-V with the def2-TZVPD basis set).

Output
Gap between HOMO and LUMO (alpha / beta) = 2.70 / 9.47 eV
Spin multiplicity = 2
HOMO energy (alpha / beta) = 0.9 / -6.0 eV
DFT total energy = -13502.5020 eV
ΔE to the lowest compared entry with this formula, charge and spin = 16.5 kcal per mole
Maximum force = 2.207 eV/A
Net charge = -1

Each atom is followed by the atoms it is bonded to, with distances in Å.
Atoms and positions in Å:
1 N -0.48698 -0.36266 -1.94725  C2 1.450, H5 1.026, H6 1.004
2 C 0.83466 -0.89425 -2.21754  N1 1.450, C3 1.543, H7 1.092, H8 1.101
3 C 1.88513 -0.49994 -1.15791  C2 1.543, N4 1.453, H9 1.104, H10 1.138
4 N 1.39889 -1.01134 0.11170  C3 1.453, H11 1.006, H12 1.008
5 H -0.68930 -0.52873 -0.95562  N1 1.026
6 H -1.29923 -0.63200 -2.47295  N1 1.004
7 H 1.11451 -0.69332 -3.25404  C2 1.092
8 H 0.93117 -1.97529 -2.02990  C2 1.101
9 H 2.94297 -0.80955 -1.22364  C3 1.104
10 H 2.11573 0.61457 -1.15773  C3 1.138
11 H 2.04110 -1.12238 0.87856  N4 1.006
12 H 0.80421 -1.82404 0.07451  N4 1.008
13 H -2.25090 0.12393 0.92079  O15 0.974
14 H -1.73553 -1.11490 1.48907  O15 0.979
15 O -2.34579 -0.83455 0.77628  H13 0.974, H14 0.979
16 H 0.15969 -0.66188 3.40989  O18 0.967
17 H -0.81407 0.13300 2.67952  O18 0.988
18 O -0.78372 -0.70410 3.20279  H16 0.967, H17 0.988
19 H -0.41831 1.88679 1.35118  O21 0.985
20 H -1.52094 2.54601 2.01837  O21 0.979
21 O -0.92151 1.79170 2.19251  H19 0.985, H20 0.979
22 H -0.38543 2.96514 -1.07512  O24 0.971
23 H -0.06731 1.45070 -1.06285  O24 0.978
24 O -0.50904 2.15709 -0.55063  H22 0.971, H23 0.978

Entry from the OMol25 dataset: one molecule with the formula C6H8OS in a non-equilibrium geometry (ωB97M-V with the def2-TZVPD basis set).

Output
Gap between HOMO and LUMO = 9.36 eV
HOMO energy = -8.5 eV
DFT total energy = -19233.7030 eV
SMILES = CSc1ccoc1C
ΔE to the lowest compared entry with this formula, charge and spin = 12.9 kcal per mole
Maximum force = 1.387 eV/A

Each atom is followed by the atoms it is bonded to, with distances in Å.
Atoms and positions in Å:
1 C 2.56876 -0.42034 0.59668  S2 1.810, H9 1.129, H10 1.130, H11 1.102
2 S 1.68357 0.14742 -0.87701  C1 1.810, C3 1.791
3 C 0.01420 -0.32387 -0.43079  S2 1.791, C4 1.424, C7 1.355
4 C -0.57989 -1.61813 -0.43896  C3 1.424, C5 1.356, H12 1.077
5 C -1.90010 -1.42216 -0.20058  C4 1.356, O6 1.351, H13 1.095
6 O -2.15695 -0.10489 -0.04614  C5 1.351, C7 1.372
7 C -0.97567 0.57427 -0.20896  C3 1.355, O6 1.372, C8 1.504
8 C -1.01168 2.07459 -0.11635  C7 1.504, H14 1.087, H15 1.091, H16 1.090
9 H 2.20998 0.07856 1.54392  C1 1.129
10 H 2.39583 -1.52392 0.76753  C1 1.130
11 H 3.61148 -0.11165 0.42029  C1 1.102
12 H -0.09094 -2.57514 -0.51037  C4 1.077
13 H -2.75841 -2.10170 -0.22881  C5 1.095
14 H -1.87165 2.47056 -0.65087  C8 1.087
15 H -0.08403 2.45777 -0.54296  C8 1.091
16 H -1.05451 2.39863 0.92336  C8 1.090

Look up the maximum force of the third one. 4.423 eV/A

Repeat the second record exactly.
Entry from the OMol25 dataset: a 2-piece molecular cluster, C5H12NP overall in a non-equilibrium geometry (ωB97M-V with the def2-TZVPD basis set).

Output
Gap between HOMO and LUMO (alpha / beta) = 7.52 / 7.01 eV
HOMO energy (alpha / beta) = -7.2 / -7.0 eV
DFT total energy = -16153.8022 eV
ΔE to the lowest compared entry with this formula, charge and spin = 97.5 kcal per mole
Maximum force = 6.264 eV/A

Each atom is followed by the atoms it is bonded to, with distances in Å.
Atoms and positions in Å:
1 C -0.58679 -0.21127 -0.19800  C5 1.421, N6 1.224
2 C -2.86249 0.78501 -0.34253  C5 1.566, H8 1.133, H9 1.103, H10 1.135
3 C 0.32376 -2.31661 0.26164  N6 1.415, H11 1.068, H12 1.067, H13 1.093
4 C 2.57388 0.86569 0.83491  P7 1.896, H14 1.093, H15 1.201, H16 1.179
5 C -1.31269 0.98631 -0.43935  C1 1.421, C2 1.566, H17 0.981, H18 1.159
6 N -0.72425 -1.36964 0.17370  C1 1.224, C3 1.415
7 P 2.24389 -0.07492 -0.77803  C4 1.896, H19 1.289
8 H -3.32059 1.76584 -0.00878  C2 1.133
9 H -3.25795 0.34943 -1.27534  C2 1.103
10 H -2.94461 -0.11645 0.34283  C2 1.135
11 H 1.23584 -1.86949 0.59063  C3 1.068
12 H 0.64788 -2.68711 -0.68486  C3 1.067
13 H -0.10022 -3.11488 0.87549  C3 1.093
14 H 2.66456 0.06218 1.57002  C4 1.093
15 H 1.65992 1.56989 1.16957  C4 1.201
16 H 3.54295 1.52459 0.70845  C4 1.179
17 H -0.93808 1.61497 0.21397  C5 0.981
18 H -0.96424 1.25190 -1.51212  C5 1.159
19 H 2.11923 0.98457 -1.50219  P7 1.289

Please write out number 4 again, unchanged.
Entry from the OMol25 dataset: one molecule with the formula C2H4N4 in a non-equilibrium geometry (ωB97M-V with the def2-TZVPD basis set).

Output
Gap between HOMO and LUMO (alpha / beta) = 8.00 / 8.00 eV
HOMO energy (alpha / beta) = -7.9 / -7.9 eV
DFT total energy = -8094.5152 eV
SMILES = [H]/N=N/c1c[nH][nH]1
ΔE to the lowest compared entry with this formula, charge and spin = 110.7 kcal per mole
Maximum force = 5.594 eV/A

Each atom is followed by the atoms it is bonded to, with distances in Å.
Atoms and positions in Å:
1 H 3.55940 -0.18628 -0.12937  N2 1.028
2 N 2.68264 0.30100 0.09546  H1 1.028, N3 1.273
3 N 1.73042 -0.53034 -0.05642  N2 1.273, C4 1.303
4 C 0.47602 -0.18967 0.04097  N3 1.303, C5 1.508, N7 1.424
5 C -0.50599 0.95426 0.02896  C4 1.508, N6 1.366, H8 1.067
6 N -1.50898 0.03099 0.11916  C5 1.366, N7 1.408, H9 1.011
7 N -0.64217 -1.06815 -0.02941  C4 1.424, N6 1.408, H10 1.017
8 H -0.56043 1.99694 -0.19067  C5 1.067
9 H -2.41209 0.04268 -0.33504  N6 1.011
10 H -0.74714 -1.82636 0.63994  N7 1.017

Please write out number 2 again, unchanged.
Entry from the OMol25 dataset: a 2-piece molecular cluster, C5H12NP overall in a non-equilibrium geometry (ωB97M-V with the def2-TZVPD basis set).

Output
Gap between HOMO and LUMO (alpha / beta) = 7.52 / 7.01 eV
HOMO energy (alpha / beta) = -7.2 / -7.0 eV
DFT total energy = -16153.8022 eV
ΔE to the lowest compared entry with this formula, charge and spin = 97.5 kcal per mole
Maximum force = 6.264 eV/A

Each atom is followed by the atoms it is bonded to, with distances in Å.
Atoms and positions in Å:
1 C -0.58679 -0.21127 -0.19800  C5 1.421, N6 1.224
2 C -2.86249 0.78501 -0.34253  C5 1.566, H8 1.133, H9 1.103, H10 1.135
3 C 0.32376 -2.31661 0.26164  N6 1.415, H11 1.068, H12 1.067, H13 1.093
4 C 2.57388 0.86569 0.83491  P7 1.896, H14 1.093, H15 1.201, H16 1.179
5 C -1.31269 0.98631 -0.43935  C1 1.421, C2 1.566, H17 0.981, H18 1.159
6 N -0.72425 -1.36964 0.17370  C1 1.224, C3 1.415
7 P 2.24389 -0.07492 -0.77803  C4 1.896, H19 1.289
8 H -3.32059 1.76584 -0.00878  C2 1.133
9 H -3.25795 0.34943 -1.27534  C2 1.103
10 H -2.94461 -0.11645 0.34283  C2 1.135
11 H 1.23584 -1.86949 0.59063  C3 1.068
12 H 0.64788 -2.68711 -0.68486  C3 1.067
13 H -0.10022 -3.11488 0.87549  C3 1.093
14 H 2.66456 0.06218 1.57002  C4 1.093
15 H 1.65992 1.56989 1.16957  C4 1.201
16 H 3.54295 1.52459 0.70845  C4 1.179
17 H -0.93808 1.61497 0.21397  C5 0.981
18 H -0.96424 1.25190 -1.51212  C5 1.159
19 H 2.11923 0.98457 -1.50219  P7 1.289